The following is a quantum chemistry calculation of an isolated ion of composition C12H16N and charge +1, from the Open Molecules 2025 dataset.

Summary:
Charge = +1
Highest occupied orbital energy = -0.476 hartree
Max |F| = 0.099 hartree/bohr
Gap between HOMO and LUMO = 9.97 eV
SMILES = C=C=C1[C@@H]2C[C@]3(CC)[C@@H](C)[C@@]14[NH2+][C@@]234
Total energy = -521.08392 hartree
Relative energy (zero: lowest compared OMol25 entry of this formula, charge and spin) = 150.4 kcal/mol

Atoms and positions in Å:
C -1.859 -3.258 -2.738
C -1.358 -2.414 -1.948
C -1.095 -1.458 -1.097
C -1.234 0.091 -1.039
C 0.145 0.610 -1.421
C 0.657 0.718 0.081
C 1.189 2.040 0.751
C 0.272 3.228 0.630
C 1.164 -0.723 0.495
C 1.732 -0.754 1.931
C -0.271 -1.225 0.282
N -1.243 -0.864 1.268
C -0.921 0.301 0.393
H -2.752 -3.829 -2.517
H -1.374 -3.603 -3.658
H -2.043 0.642 -1.423
H 0.694 -0.272 -1.843
H 0.219 1.525 -2.095
H 1.450 1.790 1.785
H 2.088 2.341 0.267
H 0.031 3.578 -0.495
H 0.668 4.132 1.020
H -0.645 2.884 1.176
H 1.894 -1.165 -0.102
H 1.956 -1.816 2.116
H 1.062 -0.406 2.730
H 2.672 -0.161 1.977
H -2.164 -1.099 1.178
H -0.934 -0.831 2.297

These are the Löwdin partial charges, in e, on atoms 1 to 8: 0.058 -0.028 -0.052 -0.190 -0.023 -0.201 -0.194 -0.098


The following is a quantum chemistry calculation of a 2-piece molecular cluster, C2H3BrS overall, from the Open Molecules 2025 dataset.

Summary:
Charge = 0
Highest occupied orbital energy = -0.331 hartree
Max |F| = 0.058 hartree/bohr
Gap between HOMO and LUMO = 8.69 eV
SMILES = C=C=S.Br
Total energy = -3050.14314 hartree
Relative energy (zero: lowest compared OMol25 entry of this formula, charge and spin) = 21.6 kcal/mol

Atoms and positions in Å:
C -1.702 0.968 -0.565
C -0.677 1.670 -0.213
S 0.377 2.674 0.289
H -2.074 0.176 0.058
H -2.004 1.145 -1.691
Br 3.281 0.187 -0.060
H 2.398 1.319 -0.402

Here is what Löwdin gives for the atomic charges, in e: -0.079 -0.789 0.776 0.058 0.121 0.249 -0.336


The following is a quantum chemistry calculation of a 2-piece molecular cluster, C4H10S overall, from the Open Molecules 2025 dataset.

Summary:
Charge = 0
Highest occupied orbital energy = -0.307 hartree
Max |F| = 0.040 hartree/bohr
Gap between HOMO and LUMO = 9.42 eV
SMILES = C=C.CSC
Total energy = -556.52174 hartree
Relative energy (zero: lowest compared OMol25 entry of this formula, charge and spin) = 37.8 kcal/mol

Atoms and positions in Å:
C -1.858 1.183 1.808
C -1.941 -0.136 2.022
H -2.449 1.726 1.081
H -1.100 1.737 2.355
H -2.898 -0.643 1.952
H -1.252 -0.574 2.736
C 1.912 0.146 -2.545
S 2.348 -0.569 -0.898
C 0.732 -0.868 -0.145
H 1.286 0.993 -2.260
H 2.882 0.269 -3.009
H 1.283 -0.509 -3.148
H 0.131 -1.618 -0.657
H 0.126 0.046 -0.185
H 0.797 -1.184 0.894

These are the Löwdin partial charges, in e, on atoms 1 to 8: -0.076 -0.091 0.047 0.049 0.048 0.044 -0.399 0.701


The following is a quantum chemistry calculation of C22H14BrN4O7RuS as an isolated structure, from the Open Molecules 2025 dataset.

Summary:
Charge = -2
Highest occupied orbital energy (alpha / beta) = -0.105 / -0.104 hartree
Multiplicity = 2
Max |F| = 0.015 hartree/bohr
Gap between HOMO and LUMO (alpha / beta) = 6.60 / 6.57 eV
Total energy = -4659.79578 hartree
Relative energy (zero: lowest compared OMol25 entry of this formula, charge and spin) = 11.0 kcal/mol

Atoms and positions in Å:
Ru 0.821 0.067 -0.634
N 0.879 1.086 -4.812
C 0.737 1.098 -3.443
S 2.146 0.653 -2.510
N -0.408 1.462 -2.958
N -0.382 1.472 -1.576
C -1.171 2.267 -0.970
C -1.028 2.601 0.432
C -2.017 3.394 1.024
C -1.890 3.893 2.303
C -0.717 3.619 3.010
C 0.281 2.855 2.449
C 0.154 2.295 1.159
O 1.127 1.545 0.718
H 1.544 0.404 -5.142
H -0.002 1.062 -5.305
H -1.907 2.810 -1.561
H -2.908 3.611 0.444
H -2.679 4.488 2.745
H -0.592 3.997 4.019
H 1.182 2.616 2.999
O 0.690 -4.500 -5.773
C 1.144 -4.814 -4.654
O 1.660 -5.876 -4.262
C 0.911 -3.747 -3.558
C -0.168 -2.874 -3.650
C -0.326 -1.877 -2.709
N 0.556 -1.703 -1.725
C 1.565 -2.572 -1.579
C 1.760 -3.614 -2.465
C 2.444 -2.324 -0.364
O 3.237 -3.178 0.000
O 2.233 -1.192 0.220
H -0.851 -2.968 -4.484
H -1.149 -1.174 -2.728
H 2.568 -4.314 -2.306
Br 0.907 0.644 6.737
C 0.107 0.277 5.040
C -1.230 0.586 4.853
C -1.798 0.327 3.617
C -1.045 -0.217 2.581
C 0.290 -0.531 2.801
C 0.875 -0.285 4.038
C -1.737 -0.439 1.245
O -2.967 -0.452 1.243
O -1.017 -0.574 0.195
H -1.808 1.026 5.654
H -2.837 0.555 3.421
H 0.897 -0.962 2.016
H 1.917 -0.521 4.203

These are the Löwdin partial charges, in e, on atoms 1 to 8: 1.208 0.047 -0.872 0.637 -0.006 -0.157 -0.071 -0.154


The following is a quantum chemistry calculation of a 2-piece molecular cluster, C3H10N2O overall, from the Open Molecules 2025 dataset.

Summary:
Charge = 0
Highest occupied orbital energy = -0.333 hartree
Max |F| = 0.022 hartree/bohr
Gap between HOMO and LUMO = 9.94 eV
SMILES = C=CN.NCO
Total energy = -305.01690 hartree
Relative energy (zero: lowest compared OMol25 entry of this formula, charge and spin) = 36.2 kcal/mol

Atoms and positions in Å:
C 0.955 1.104 -1.421
C 0.294 0.020 -1.788
N -1.112 -0.066 -1.654
H 2.016 1.210 -1.573
H 0.446 1.910 -0.900
H 0.757 -0.809 -2.308
H -1.545 0.813 -1.885
H -1.537 -0.852 -2.114
N 0.870 -0.958 1.633
C -0.224 -0.273 2.273
O -1.232 0.230 1.390
H 0.595 -1.875 1.295
H 1.170 -0.433 0.818
H -0.765 -0.905 2.965
H 0.222 0.583 2.789
H -0.912 0.302 0.477

These are the Löwdin partial charges, in e, on atoms 1 to 8: -0.034 -0.294 0.028 0.049 0.065 0.105 0.092 0.083


The following is a quantum chemistry calculation of C38H28MoN12OSiTe4 as an isolated structure, from the Open Molecules 2025 dataset.

Summary:
Charge = -2
Highest occupied orbital energy (alpha / beta) = -0.061 / -0.067 hartree
Max |F| = 0.059 hartree/bohr
Gap between HOMO and LUMO (alpha / beta) = 4.83 / 4.79 eV
Total energy = -3627.14751 hartree
Relative energy (zero: lowest compared OMol25 entry of this formula, charge and spin) = 52.2 kcal/mol

Atoms and positions in Å:
Mo 0.030 0.463 -0.030
C 0.821 -1.892 -3.726
C -0.018 -1.064 -2.857
N 0.628 -0.132 -1.973
C 1.965 0.022 -2.102
C 2.775 -0.710 -2.994
C 2.145 -1.743 -3.784
C 4.139 -0.458 -3.022
C 4.703 0.469 -2.163
C 3.919 1.199 -1.284
C 2.540 1.010 -1.257
N 1.558 1.632 -0.520
C 1.544 2.928 -0.110
C 2.581 3.867 -0.110
C 2.366 5.147 0.369
C 1.130 5.543 0.835
C 0.042 4.656 0.794
C -1.266 5.007 1.189
C -2.256 4.048 1.095
C -1.959 2.789 0.619
N -0.733 2.398 0.196
C 0.256 3.344 0.306
H 0.282 -2.623 -4.313
H -0.793 -0.564 -3.471
H 2.759 -2.379 -4.405
H 4.757 -1.023 -3.708
H 5.774 0.618 -2.166
H 4.405 1.865 -0.588
H 3.557 3.605 -0.478
H 3.186 5.856 0.363
H 0.980 6.533 1.243
H -1.464 5.999 1.569
H -3.273 4.265 1.389
H -2.751 2.048 0.589
N -1.795 0.273 3.372
C -0.596 0.928 3.177
N -0.021 1.688 4.095
N 1.109 2.092 3.526
N 1.217 1.608 2.347
N 0.147 0.851 2.063
C -1.980 -0.891 2.672
N -2.647 -1.954 3.126
N -2.620 -2.820 2.132
N -1.984 -2.329 1.132
N -1.544 -1.083 1.425
H -2.112 0.266 4.331
Te -1.053 -2.209 -1.294
Te -2.814 -3.509 -2.752
Te -3.196 0.809 -3.482
Te -2.418 0.069 -1.050
O 1.170 -1.266 0.405
Si 2.418 -2.027 0.971
C 2.196 -2.688 2.748
C 1.091 -2.373 3.524
C 0.946 -2.841 4.818
C 1.929 -3.647 5.367
C 3.048 -3.968 4.614
C 3.177 -3.490 3.323
C 4.073 -1.097 1.129
C 5.263 -1.767 0.868
C 6.490 -1.203 1.163
C 6.551 0.054 1.739
C 5.379 0.749 1.984
C 4.155 0.177 1.680
C 2.783 -3.564 -0.105
C 2.451 -4.846 0.313
C 2.796 -5.956 -0.438
C 3.467 -5.803 -1.638
C 3.799 -4.532 -2.074
C 3.466 -3.431 -1.307
H 0.324 -1.738 3.105
H 0.069 -2.583 5.397
H 1.827 -4.024 6.377
H 3.823 -4.594 5.041
H 4.058 -3.739 2.744
H 5.226 -2.755 0.427
H 7.398 -1.757 0.952
H 7.509 0.486 2.000
H 5.417 1.737 2.426
H 3.253 0.738 1.884
H 1.932 -4.977 1.253
H 2.544 -6.945 -0.082
H 3.737 -6.669 -2.227
H 4.329 -4.397 -3.007
H 3.759 -2.446 -1.636

These are the Löwdin partial charges, in e, on atoms 1 to 8: 1.309 -0.116 -0.659 -0.211 -0.200 -0.189 -0.057 -0.080